[1]
This record from the Open Molecules 2025 dataset describes an isolated molecule of ClF3Si. The level of theory is ωB97M-V/def2-TZVPD.

```
5
Properties=species:S:1:pos:R:3:lowdin_charge:R:1
F 0.91954 1.29545 0.26704 -0.181
F 0.52427 -0.94124 -1.16494 -0.191
F -1.42376 0.32439 -0.43573 -0.091
Si -0.05191 -0.11220 0.22614 0.021
Cl -0.00560 -1.14987 1.95572 0.442
```

Results
- total energy (a.u.) = -1049.5168
- E_LUMO (eV) = 0.0324
- energy above the lowest of the compared OMol25 structures with the same formula, charge and spin (kcal/mol) = 9.4
- largest force on an atom (eV Å⁻¹) = 5.25
- HOMO energy (eV) = -13.46
- multiplicity = 1



[2]
This record from the Open Molecules 2025 dataset describes the ion C3H9NS with charge -1. The level of theory is ωB97M-V/def2-TZVPD.

```
14
Properties=species:S:1:pos:R:3:lowdin_spin:R:1
C 1.07104 -0.68058 -1.11948 0.099
C 0.01206 0.23262 -0.42032 0.007
C -0.82994 -0.47736 0.60061 0.080
S -1.96240 0.88864 1.38457 0.633
N 0.78761 1.34277 0.20210 0.005
H 0.56533 -1.28466 -1.88366 0.025
H 1.67488 -0.01047 -1.73814 0.019
H 1.42357 -1.40869 -0.39649 0.031
H -0.62769 0.73180 -1.15511 0.003
H -0.26340 -0.83052 1.45655 0.021
H -1.34872 -1.31146 0.11426 0.035
H -2.98035 0.09112 1.78341 0.032
H 1.76321 1.43716 -0.03049 0.007
H 0.71481 1.27961 1.20222 0.002
```

Results
- net charge = -1
- total energy (a.u.) = -572.5695
- ⟨S²⟩ = 0.752
- E_LUMO (spin up / spin down) (eV) = 3.3629 / 4.1102
- energy above the lowest of the compared OMol25 structures with the same formula, charge and spin (kcal/mol) = 37.8
- largest force on an atom (eV Å⁻¹) = 2.72
- HOMO energy (spin up / spin down) (eV) = 1.23 / -5.16
- multiplicity = 2



[3]
This record from the Open Molecules 2025 dataset describes a structure of composition C29H59BBr2N3O7. The level of theory is ωB97M-V/def2-TZVPD.

```
101
Properties=species:S:1:pos:R:3:lowdin_charge:R:1
C 2.48737 0.87619 0.47735 0.064
C 2.15143 1.30096 -0.70810 -0.153
C 1.98500 0.38806 -1.86832 -0.242
C 2.36353 0.91080 -3.27914 -0.210
C 3.82969 0.83205 -3.77711 -0.323
C 4.22490 2.26581 -4.22536 -0.054
C 4.83510 0.39163 -2.71628 -0.229
C 6.23494 0.17642 -3.31807 -0.076
C 1.24828 0.45207 -4.21692 -0.067
N 0.29368 -0.53190 -3.53915 -0.140
C -1.02771 -0.14201 -4.13937 -0.158
N -2.01466 -1.20182 -4.12842 -0.060
C -2.50293 -1.59292 -2.79996 -0.068
C 0.60367 -1.94469 -3.94945 -0.571
Br 2.38039 -2.51256 -3.31328 0.895
C 0.53207 -2.23481 -5.48085 -0.705
C 0.18219 -3.72430 -5.60789 -0.165
Br 2.23904 -2.04157 -6.46001 0.719
C 0.57874 -0.26124 -2.08082 -0.087
B -0.41849 0.59574 -1.16250 -0.610
O -0.59023 0.08413 0.07904 0.181
N -1.16382 1.80574 -1.55666 -0.099
C -2.63082 1.63437 -1.31993 -0.069
C -0.74250 3.01974 -0.82016 -0.070
H 2.07400 1.41060 1.32308 0.072
H 3.11703 0.01031 0.64328 0.088
H 2.04178 2.37565 -0.82559 0.120
H 2.66270 -0.43342 -1.62667 0.080
H 2.18083 1.98257 -3.17960 0.128
H 3.87506 0.22886 -4.68565 0.120
H 3.38905 2.78363 -4.69920 0.078
H 5.04631 2.26862 -4.93464 0.073
H 4.48103 2.85852 -3.34826 0.092
H 4.52265 -0.59362 -2.36049 0.075
H 4.87159 1.05499 -1.85440 0.115
H 6.43260 0.83213 -4.16345 0.062
H 6.32594 -0.83754 -3.69448 0.075
H 7.01159 0.37828 -2.58804 0.075
H 1.46476 0.27938 -5.26630 0.100
H 0.63910 1.35506 -4.26319 0.137
H -0.83344 0.06896 -5.18563 0.130
H -1.43284 0.79442 -3.74584 0.135
H -2.79709 -0.91597 -4.70308 0.132
H -3.19816 -0.85258 -2.40543 0.075
H -3.07654 -2.50928 -2.91645 0.073
H -1.68983 -1.82990 -2.11853 0.080
H -0.05024 -2.64938 -3.45987 0.081
H -0.23330 -1.69689 -6.02328 0.082
H 0.68682 -4.32642 -4.85929 0.047
H 0.44106 -4.08792 -6.59251 0.066
H -0.88442 -3.88483 -5.45303 0.083
H 0.48791 -1.24311 -1.61774 0.130
H -0.98589 0.75242 0.66926 0.096
H -3.18725 1.92380 -2.21127 0.089
H -2.96115 2.26462 -0.49687 0.090
H -2.87288 0.62455 -1.00259 0.063
H 0.14500 3.42258 -1.31328 0.076
H -1.47339 3.81607 -0.88513 0.093
H -0.46463 2.83614 0.22342 0.061
O -0.50143 2.26988 2.22836 0.059
C -0.72084 1.63243 3.24056 -0.505
O -1.49076 2.16543 4.17999 0.025
C -1.97910 1.44264 5.32721 -0.206
C -0.98271 1.45676 6.46587 -0.066
C -0.06301 0.29516 3.48784 0.025
H -2.28077 0.43252 5.04536 0.113
H -2.88624 1.96221 5.63093 0.126
H -0.05395 0.95340 6.18877 0.076
H -1.39479 0.96190 7.34018 0.082
H -0.72645 2.47413 6.73038 0.067
H 0.91787 0.46235 3.93148 0.104
H 0.06243 -0.21144 2.53234 0.074
H -0.64156 -0.36865 4.12391 0.078
O -1.00487 2.77019 8.88972 0.075
C -0.99108 3.87563 9.36963 -0.506
O 0.16200 4.56425 9.39217 0.006
C 0.25739 5.94753 9.75362 -0.231
C 0.38988 6.12597 11.25149 -0.062
C -2.21806 4.46667 10.02414 0.017
H -0.57636 6.51566 9.33899 0.113
H 1.15723 6.31457 9.26245 0.123
H -0.48965 5.75688 11.77967 0.068
H 0.52376 7.17887 11.50028 0.084
H 1.24724 5.56529 11.62417 0.085
H -2.26217 4.13251 11.05983 0.099
H -3.09540 4.09965 9.49639 0.091
H -2.25961 5.55250 9.98928 0.072
O -0.21750 -6.16726 -3.68482 0.097
C -1.28210 -6.39061 -3.16880 -0.516
O -1.81568 -7.61566 -3.26542 0.012
C -2.96950 -8.04806 -2.53277 -0.225
C -4.25406 -7.68685 -3.24902 -0.061
C -2.07304 -5.29393 -2.49057 0.010
H -2.94284 -7.67187 -1.50907 0.114
H -2.88199 -9.13093 -2.46673 0.126
H -4.37104 -6.60655 -3.34608 0.066
H -5.11574 -8.07861 -2.70852 0.085
H -4.25372 -8.10165 -4.25701 0.087
H -2.66431 -4.77020 -3.24150 0.082
H -1.36821 -4.59672 -2.03981 0.082
H -2.72388 -5.64320 -1.69277 0.076
```

Results
- net charge = +1
- total energy (a.u.) = -7003.9560
- E_LUMO (eV) = -1.9615
- largest force on an atom (eV Å⁻¹) = 2.78
- HOMO energy (eV) = -11.25
- multiplicity = 1